Entry 1:
Molecular formula: C14H19ClCr
Method: DFT, ωB97M-V/def2-TZVPD

```
35
Properties=species:S:1:pos:R:3:forces:R:3:mulliken_spin:R:1
C -0.182 0.955 -3.006 -1.0 -1.2 -0.2 0.0244
C -1.203 1.653 -2.292 -0.7 -0.8 -1.2 -0.0533
C -2.146 0.715 -1.803 0.5 0.3 -0.1 -0.0256
H -1.370 2.719 -2.240 0.4 0.0 0.0 0.0029
C -1.609 -0.577 -1.964 -0.1 0.4 -0.9 -0.0524
C -0.437 -0.503 -2.771 -0.3 1.4 -0.8 0.0705
H 0.174 -1.334 -3.111 -0.2 0.1 -0.1 0.0601
H 0.682 1.383 -3.511 -0.2 -0.1 0.0 0.0417
H -3.155 0.944 -1.451 0.8 0.0 0.4 0.0015
H -2.132 -1.466 -1.642 0.3 -0.1 0.1 0.0040
Cr 0.739 0.307 -1.200 -1.2 0.0 2.9 4.0355
Cl 1.488 2.348 -0.170 0.4 0.0 -0.1 0.0281
C -0.876 1.081 2.444 -0.6 0.2 -0.4 0.0052
C -1.854 0.082 2.244 -0.4 0.5 -0.5 0.0122
C -2.995 0.693 1.644 0.7 -0.1 0.0 -0.0047
H -1.652 -0.983 2.256 -0.2 0.0 0.3 -0.0001
C -2.720 2.072 1.481 0.9 -0.2 0.1 -0.0008
C -1.396 2.313 1.984 -0.6 -0.4 -0.4 0.0026
H -0.793 3.203 1.808 -0.2 -0.1 0.2 0.0024
H 0.164 0.888 2.643 0.2 0.0 0.3 -0.0072
H -3.769 0.148 1.108 -0.2 0.0 0.3 -0.0001
H -3.276 2.738 0.819 0.0 0.0 0.4 -0.0006
C 2.690 -0.493 1.419 0.1 0.1 -0.1 0.0387
C 2.149 -1.158 0.143 -0.4 -1.4 0.8 -0.1548
C 2.747 -2.554 -0.075 0.5 0.2 -0.1 -0.0009
C 0.638 -1.366 0.216 0.3 1.3 -0.3 -0.0849
H 2.373 -1.076 2.304 0.2 0.2 -0.4 0.0017
H 2.329 0.543 1.528 0.0 -0.5 -0.1 -0.0056
H 3.792 -0.444 1.391 -0.1 -0.1 0.1 -0.0040
H 2.417 -0.514 -0.751 0.7 -0.4 0.4 0.0474
H 2.449 -3.210 0.766 0.2 0.3 -0.4 0.0017
H 2.338 -2.975 -1.004 0.1 0.0 0.2 -0.0050
H 3.843 -2.514 -0.155 0.1 -0.2 0.0 0.0032
H 0.275 -2.262 -0.309 0.2 0.1 0.1 0.0243
H 0.279 -1.356 1.258 -0.1 0.3 -0.6 -0.0080
```
Positions in Å, forces in eV/Å.

2S+1 = 5
F_max = 3.2 eV/A
molecular weight = 274.75 g/mol
<S²> = 6.0761
LUMO energy (alpha / beta) = 5.036 / 4.939 eV
net charge = -2
gap between HOMO and LUMO (alpha / beta) = 4.50 / 4.41 eV

Entry 2:
Molecular formula: C14H19ClN6O3
Method: DFT, ωB97M-V/def2-TZVPD

```
43
Properties=species:S:1:pos:R:3:forces:R:3:lowdin_charge:R:1
N 0.821 -3.355 2.875 0.5 -0.2 0.0 0.1058
C -0.114 -2.833 1.998 0.2 0.2 0.5 -0.2740
C -1.438 -2.759 2.436 -0.7 0.5 -0.9 -0.0252
C -2.425 -2.182 1.630 0.2 -0.1 0.0 -0.1011
C -2.090 -1.678 0.373 0.7 -0.4 0.3 -0.6785
Cl -3.297 -0.911 -0.628 0.1 -0.1 0.1 0.6684
C -0.769 -1.770 -0.072 -0.4 -0.1 0.3 -0.0670
C 0.236 -2.344 0.726 -0.7 0.3 -0.5 -0.1108
C 1.606 -2.399 0.189 0.5 -1.4 0.8 -0.2464
C 2.640 -3.382 0.444 -1.4 0.4 0.5 -0.1132
N 3.725 -3.068 -0.211 -0.4 1.6 -1.0 0.0721
N 3.361 -1.928 -0.864 -0.6 -0.5 0.3 -0.0434
N 2.080 -1.520 -0.651 1.9 0.1 -0.5 0.1289
H 1.789 -3.069 2.738 -0.5 -0.1 0.3 0.0871
H 0.515 -3.510 3.833 0.3 0.2 -0.5 0.1027
H -1.707 -3.143 3.414 0.1 0.1 -0.1 0.1128
H -3.451 -2.119 1.981 0.2 0.0 0.0 0.1081
H -0.524 -1.391 -1.059 0.1 -0.1 0.1 0.1037
H 2.528 -4.258 1.074 0.4 0.1 -0.3 0.1068
H 4.012 -1.396 -1.453 -0.6 -0.4 0.5 0.1653
C -1.290 1.353 1.424 0.4 0.0 0.0 -0.0503
N -0.087 2.170 1.293 -1.3 -0.4 0.1 0.0507
C 0.817 2.254 0.308 0.3 0.8 -0.4 -0.4178
O 1.834 2.890 0.562 0.6 0.0 -0.5 0.0416
C 0.623 1.625 -1.098 -0.5 0.1 -0.1 -0.1738
C 1.665 2.121 -2.119 0.3 0.5 0.8 -0.2028
O 2.981 1.853 -1.677 0.1 -0.3 -0.2 -0.0777
N -0.726 1.762 -1.674 0.8 -1.2 0.5 0.0945
C -1.385 2.914 -1.802 -0.5 1.8 -0.1 -0.5607
C -2.779 2.832 -2.378 0.1 0.0 0.0 0.0042
O -0.920 3.997 -1.482 0.3 -0.3 0.2 0.0660
H -1.958 1.812 2.154 0.1 0.0 -0.1 0.0928
H -1.829 1.262 0.486 0.1 0.0 0.0 0.0431
H -1.014 0.363 1.789 -0.2 -0.1 0.0 0.0691
H 0.172 2.716 2.101 0.2 -0.1 -0.1 0.1446
H 0.796 0.563 -0.966 0.1 -0.3 0.0 0.1083
H 1.549 3.196 -2.263 -0.3 0.0 -0.1 0.1241
H 1.503 1.621 -3.075 0.0 -0.1 0.1 0.1249
H 3.072 2.334 -0.838 -0.1 0.0 -0.1 0.0653
H -1.195 0.924 -1.974 0.0 -0.1 0.1 0.1165
H -3.197 3.836 -2.426 0.1 -0.1 0.0 0.0867
H -2.732 2.410 -3.380 -0.2 -0.1 -0.1 0.0839
H -3.399 2.209 -1.736 -0.2 -0.1 -0.1 0.0649
```
Positions in Å, forces in eV/Å.

F_max = 2.0 eV/A
molecular weight = 354.80 g/mol
structure (SMILES) = Nc1ccc(Cl)cc1-c1cn[nH]n1.CNC(=O)[C@H](CO)NC(C)=O
LUMO energy = 0.318 eV
net charge = 0
gap between HOMO and LUMO = 8.84 eV

Entry 3:
Molecular formula: C14H19CrF9NO8
Method: DFT, ωB97M-V/def2-TZVPD

```
52
Properties=species:S:1:pos:R:3:forces:R:3:mulliken_spin:R:1
Cr -0.495 0.019 -0.137 0.4 0.0 -0.4 0.9804
O 1.635 0.161 0.710 -0.6 0.2 0.1 -0.0141
C 1.747 1.488 1.210 -0.1 0.2 0.1 -0.0004
C 0.593 1.784 2.149 0.3 -0.1 -0.2 -0.0036
N -0.681 1.356 1.522 -0.2 0.4 0.0 -0.0067
C -1.478 0.586 2.510 0.1 -0.5 0.0 0.0039
C -0.949 -0.860 2.518 -0.2 0.5 0.3 0.0033
O -0.927 -1.526 3.524 0.1 0.0 -0.2 0.0022
O -0.577 -1.242 1.327 -0.1 -0.3 -0.7 0.0063
C -1.483 2.456 0.965 -0.3 -0.3 -0.2 0.0103
C -2.590 1.819 0.090 0.2 0.8 0.2 -0.0003
O -3.534 2.480 -0.265 0.1 -0.2 -0.1 -0.0027
O -2.372 0.564 -0.193 0.7 -0.9 0.3 0.0067
H 1.828 -0.487 1.400 -0.1 -0.1 0.0 0.0034
H 1.709 2.137 0.336 0.0 -0.1 0.1 0.0001
H 2.703 1.637 1.714 0.0 0.0 -0.1 -0.0013
H 0.568 2.847 2.399 -0.1 0.0 0.1 0.0017
H 0.728 1.221 3.073 0.0 0.0 0.0 -0.0020
H -2.513 0.526 2.180 0.0 0.1 0.0 0.0008
H -1.445 1.036 3.501 0.1 0.0 0.0 -0.0021
H -0.866 3.092 0.328 0.0 0.0 0.0 -0.0024
H -1.949 3.071 1.739 0.0 0.0 0.0 0.0004
C 0.034 2.386 -2.468 0.1 0.1 0.0 0.0002
O -0.633 1.248 -1.938 -0.3 0.0 0.3 0.0137
C -1.442 0.513 -2.865 -0.2 -0.3 0.1 -0.0022
C -0.996 -0.936 -2.894 0.1 0.2 -0.2 -0.0035
O -0.915 -1.411 -1.543 -0.2 0.4 0.4 -0.0025
C -0.351 -2.723 -1.430 0.1 -0.3 0.1 0.0060
H -0.677 3.205 -2.607 0.0 0.0 0.0 0.0001
H 0.523 2.145 -3.410 0.0 -0.1 0.0 0.0003
H 0.801 2.681 -1.754 0.0 0.0 0.0 -0.0001
H -1.354 0.931 -3.867 0.1 0.1 0.0 0.0002
H -2.476 0.577 -2.527 0.0 0.1 -0.1 -0.0012
H -0.013 -1.024 -3.346 0.0 -0.1 0.0 0.0024
H -1.725 -1.535 -3.447 0.0 0.0 0.1 -0.0008
H -0.979 -3.437 -1.965 -0.1 0.1 0.0 0.0010
H -0.331 -2.971 -0.372 0.0 0.0 0.0 -0.0013
H 0.660 -2.728 -1.835 0.0 0.1 0.0 -0.0009
F 4.731 -1.603 -2.198 -0.1 0.1 0.1 0.0000
C 3.640 -1.186 -1.531 0.0 -0.2 0.1 0.0024
F 4.063 -0.624 -0.380 0.1 -0.1 -0.2 0.0000
F 2.944 -2.285 -1.190 0.1 0.2 0.0 -0.0002
C 2.723 -0.193 -2.342 0.4 -0.1 0.0 -0.0007
O 1.497 -0.136 -1.867 -0.3 0.1 0.0 0.0034
C 2.705 -0.689 -3.838 -0.2 0.0 0.0 0.0002
F 3.843 -0.501 -4.521 -0.1 0.0 0.1 0.0000
F 2.413 -2.005 -3.888 0.0 0.2 0.0 -0.0001
F 1.725 -0.052 -4.517 0.2 -0.1 0.0 0.0002
C 3.453 1.205 -2.343 0.0 0.0 0.0 0.0001
F 4.785 1.129 -2.486 -0.2 0.0 0.0 0.0000
F 3.211 1.867 -1.193 0.2 -0.1 -0.2 -0.0003
F 2.990 1.996 -3.334 0.1 -0.1 0.1 0.0000
```
Positions in Å, forces in eV/Å.

2S+1 = 2
F_max = 1.2 eV/A
molecular weight = 552.28 g/mol
<S²> = 1.0294
LUMO energy (alpha / beta) = -1.850 / -1.331 eV
net charge = 0
gap between HOMO and LUMO (alpha / beta) = 7.46 / 7.98 eV
ΔE to the lowest compared entry with this formula, charge and spin = 1.459 eV

Entry 4:
Molecular formula: C14H19F3IIrN4O3
Method: DFT, ωB97M-V/def2-TZVPD

```
45
Properties=species:S:1:pos:R:3:forces:R:3:mulliken_spin:R:1
C -3.050 1.202 -2.141 -0.1 1.9 1.8 0.0270
I -0.219 -1.362 -2.875 -2.6 2.3 -5.2 0.5176
H -2.671 1.369 -3.153 0.6 -0.8 0.3 0.0566
H -3.270 2.291 -1.723 0.2 -2.2 -0.6 0.0356
H -3.917 0.585 -2.055 -1.5 0.4 -1.3 0.0022
C -0.282 -3.935 1.368 1.0 0.6 -2.2 0.0667
C 0.574 -4.127 0.309 -1.1 0.3 1.9 0.0346
N 0.592 -2.955 -0.388 0.6 -0.7 -0.3 0.1400
C -0.289 -2.027 0.112 0.5 -0.6 0.4 0.2130
N -0.803 -2.650 1.216 -0.1 -0.8 0.3 0.0522
H -0.525 -4.589 2.149 -0.4 -0.6 0.9 0.0258
H 1.198 -4.953 0.038 0.0 -0.2 0.0 -0.0762
C 0.281 3.931 0.386 0.5 0.1 -1.4 0.0412
C -0.112 1.817 -0.384 0.8 -0.1 -0.1 0.3831
N -0.337 2.710 0.635 0.0 0.5 -0.1 -0.0672
H 1.465 4.525 -1.414 0.2 0.3 -0.2 0.0105
N 0.669 2.513 -1.252 0.1 1.5 -0.4 -0.0620
H 0.232 4.783 1.064 -0.1 -0.4 -0.2 0.0111
Ir -0.529 -0.211 -0.737 -2.9 2.2 1.9 3.1320
C -2.490 0.336 -0.888 -1.4 0.5 0.7 -0.2404
O -3.452 0.220 -0.079 2.1 -0.1 -0.8 0.0932
C 0.890 3.831 -0.849 -1.1 -1.1 2.2 -0.0061
C 1.159 2.082 -2.539 0.0 -0.3 -0.5 0.1034
H 1.900 2.818 -2.864 0.0 -0.2 0.0 0.0311
H 0.359 2.063 -3.295 0.1 -0.2 0.3 -0.0555
H 1.620 1.088 -2.487 -0.2 0.3 0.1 -0.0255
C -1.056 2.485 1.877 -0.1 -0.1 0.2 -0.0392
H -1.521 3.439 2.158 -0.1 -0.2 -0.1 -0.0003
H -0.370 2.196 2.695 -0.3 -0.2 -0.5 0.0135
H -1.840 1.727 1.732 0.4 0.2 0.0 -0.0041
C -1.708 -2.110 2.209 0.1 0.1 0.1 -0.0194
H -2.409 -2.903 2.494 -0.2 0.2 -0.2 -0.0020
H -2.232 -1.226 1.823 0.2 -0.3 0.0 -0.0126
H -1.150 -1.866 3.122 0.0 0.3 -0.2 0.0093
C 1.491 -2.873 -1.516 0.1 -1.3 -0.8 -0.0559
H 2.139 -1.985 -1.508 -0.4 -0.5 0.0 0.0147
H 0.833 -2.896 -2.461 2.2 -1.0 1.7 -0.1829
H 2.033 -3.812 -1.616 0.4 0.0 0.6 0.0696
F 4.029 -0.283 1.118 -0.1 0.1 1.1 -0.0081
C 2.933 -0.271 1.911 -1.3 0.0 -1.1 0.0371
F 2.870 -1.464 2.577 0.4 1.0 -0.2 0.0001
F 3.018 0.742 2.818 0.5 -0.9 -0.4 -0.0030
C 1.646 -0.092 1.003 -2.0 -0.1 2.1 -0.3418
O 1.768 -0.201 -0.212 2.1 0.1 -0.4 0.0285
O 0.533 0.036 1.623 2.5 0.0 0.3 0.0524
```
Positions in Å, forces in eV/Å.

2S+1 = 5
F_max = 6.2 eV/A
molecular weight = 667.45 g/mol
<S²> = 6.0173
LUMO energy (alpha / beta) = 4.597 / 4.478 eV
net charge = -2
gap between HOMO and LUMO (alpha / beta) = 2.11 / 5.98 eV